C14H13BeNS as an isolated structure in a non-equilibrium geometry, computed with wB97M-V/def2-TZVPD.

Results
Kohn-Sham gap = 7.83 eV
electronic energy = -1008.96136 Ha

Positions of all 30 atoms, in Å:
1 Be 0.0222 0.1889 -0.5309
2 C 0.8013 -0.1642 -1.9548
3 H 1.8673 0.0814 -1.8904
4 H 0.7156 -1.2172 -2.2292
5 H 0.2834 0.4420 -2.7146
6 H -1.4322 -0.1809 -0.2586
7 H -1.0844 -0.8865 -0.1872
8 S 1.4386 1.6939 3.1006
9 C 1.4255 -0.0673 3.2679
10 C 1.5312 -0.7889 4.4461
11 C 1.3611 -2.1813 4.3972
12 C 1.0588 -2.8370 3.1916
13 C 0.9017 -2.0949 2.0010
14 C 1.0719 -0.6987 2.0551
15 N 0.7486 0.2242 1.0518
16 C 0.8131 1.4924 1.4816
17 C 0.3494 2.4996 0.5641
18 C 0.4177 3.8954 0.8239
19 C 0.0079 4.7899 -0.1541
20 C -0.4659 4.2856 -1.3714
21 C -0.5738 2.8860 -1.5952
22 C -0.1722 1.9914 -0.6272
23 H 1.7079 -0.2219 5.3565
24 H 1.4496 -2.7562 5.3140
25 H 0.9263 -3.9269 3.1635
26 H 0.6304 -2.5627 1.0460
27 H 0.7535 4.2211 1.8049
28 H 0.0189 5.8643 0.0404
29 H -0.7723 4.9683 -2.1648
30 H -0.9630 2.5766 -2.5714

Calculated atomic charges, method Löwdin, unit e: Be -0.02; C -0.19; H 0.01; H -0.02; H 0.00; H 0.15; H 0.15; S 1.12; C -0.45; C -0.09; C -0.09; C -0.07; C -0.01; C -0.25; N 0.03; C -0.46; C -0.24; C -0.04; C -0.09; C -0.07; C -0.09; C -0.11; H 0.11; H 0.10; H 0.11; H 0.11; H 0.09; H 0.10; H 0.10; H 0.10

---

A 2-piece molecular cluster, C14H13Cl2N3O2 overall in a non-equilibrium geometry, computed with wB97M-V/def2-TZVPD.

Results
Kohn-Sham gap = 5.25 eV
structure (SMILES) = N#CC1=C(C#N)C(=O)C(Cl)=C(Cl)C1=O.CN1CCCCC1
electronic energy = -1776.32769 Ha

Positions of all 34 atoms, in Å:
1 N -0.3738 2.6529 2.8362
2 C -1.0131 1.7552 2.4400
3 C -1.7714 0.6793 1.9116
4 C -1.1618 -0.4989 1.5667
5 C 0.1502 -0.7908 2.0186
6 N 1.2267 -1.0299 2.4196
7 C -1.9020 -1.5994 0.9280
8 O -1.3081 -2.5752 0.4586
9 C -3.3715 -1.4200 0.8317
10 Cl -4.2475 -2.7510 0.2315
11 C -3.9776 -0.2374 1.1574
12 Cl -5.6464 0.0217 0.9577
13 C -3.2059 0.9236 1.6871
14 O -3.7000 2.0294 1.8977
15 C -0.6143 0.5668 -1.7189
16 N 0.4176 0.1513 -0.8077
17 C 1.2507 1.2078 -0.2447
18 C 2.6844 1.2742 -0.7728
19 C 3.3269 -0.1100 -0.7911
20 C 2.4817 -1.1123 -1.5725
21 C 1.0333 -1.1415 -1.0795
22 H -0.5071 0.0858 -2.7056
23 H -1.6019 0.2861 -1.3135
24 H -0.5954 1.6586 -1.8530
25 H 0.7144 2.1568 -0.3974
26 H 1.2938 1.0489 0.8435
27 H 2.6759 1.7161 -1.7754
28 H 3.2555 1.9467 -0.1262
29 H 4.3317 -0.0537 -1.2214
30 H 3.4202 -0.4664 0.2429
31 H 2.4809 -0.8723 -2.6415
32 H 2.8937 -2.1200 -1.4694
33 H 0.9837 -1.7214 -0.1466
34 H 0.3768 -1.6610 -1.7918

Calculated atomic charges, method Löwdin, unit e: N 0.22; C -0.15; C -0.08; C -0.09; C -0.17; N 0.24; C -0.35; O 0.11; C -0.60; Cl 0.78; C -0.59; Cl 0.79; C -0.35; O 0.12; C -0.07; N -0.21; C -0.20; C -0.17; C -0.20; C -0.17; C -0.20; H 0.09; H 0.07; H 0.09; H 0.12; H 0.08; H 0.11; H 0.11; H 0.11; H 0.11; H 0.11; H 0.11; H 0.09; H 0.12

---

C14H13Cl7GeIN2O5Rb as an isolated structure, computed with wB97M-V/def2-TZVPD.

Results
Kohn-Sham gap (spin up / spin down) = 6.36 / 8.32 eV
net charge = -1
electronic energy = -6647.41535 Ha
multiplicity = 2

Positions of all 44 atoms, in Å:
1 Rb 0.8464 -0.8425 -2.9851
2 N 3.4115 -1.1073 -0.8305
3 C 3.4817 -2.1707 -1.6563
4 O 3.5332 -2.0699 -2.8737
5 C 3.5308 -3.4905 -0.9058
6 I 3.4144 -5.1841 -2.1675
7 H 3.3378 -0.1804 -1.2323
8 H 3.0596 -1.2268 0.1130
9 H 2.6977 -3.5471 -0.2098
10 H 4.4687 -3.5650 -0.3611
11 Cl -3.1800 -6.8987 2.6624
12 C -2.3588 -5.6954 1.6991
13 C -2.9155 -4.4349 1.5753
14 C -2.2543 -3.4819 0.8157
15 C -1.0568 -3.7934 0.1860
16 C -0.5203 -5.0697 0.3157
17 C -1.1650 -6.0285 1.0789
18 C -0.3273 -2.7702 -0.6360
19 O 0.6063 -3.1381 -1.3550
20 O -0.7506 -1.5492 -0.5648
21 H -3.8454 -4.2013 2.0750
22 H -2.6556 -2.4842 0.7141
23 H 0.4101 -5.2979 -0.1883
24 H -0.7525 -7.0210 1.1970
25 Cl -4.0422 -0.3357 -0.7560
26 C -3.0735 0.4230 -2.0119
27 Cl -2.7906 -0.7434 -3.3227
28 Cl -3.9699 1.8246 -2.6724
29 C -1.6960 0.9815 -1.4818
30 O -1.5972 1.0937 -0.2382
31 O -0.8892 1.2835 -2.3597
32 C 0.2161 4.3224 -2.2224
33 C 0.7111 3.5080 -1.0272
34 C 1.6385 2.4588 -1.4411
35 N 2.3763 1.6522 -1.7940
36 H -0.4718 5.0933 -1.8767
37 H -0.3117 3.6741 -2.9190
38 H 1.0425 4.8059 -2.7447
39 H -0.1129 3.0130 -0.5127
40 H 1.2240 4.1283 -0.2913
41 Cl 1.4130 -1.6756 1.7675
42 Ge -0.1322 -0.1205 0.9255
43 Cl -1.7033 -0.5010 2.4075
44 Cl 0.8413 1.7505 1.8742

Calculated atomic charges, method Löwdin, unit e: Rb 0.91; N 0.16; C -0.71; O -0.10; C -0.58; I 0.83; H 0.04; H 0.01; H 0.01; H 0.05; Cl 0.63; C -0.66; C -0.09; C -0.03; C -0.13; C -0.01; C -0.10; C -0.66; O -0.10; O -0.30; H 0.10; H 0.05; H 0.10; H 0.10; Cl 0.63; C -1.47; Cl 0.59; Cl 0.58; C -0.85; O -0.21; O -0.14; C -0.08; C -0.25; C -0.24; N 0.14; H 0.08; H 0.07; H 0.07; H 0.07; H 0.11; Cl 0.09; Ge 0.12; Cl 0.14; Cl 0.01